one.
DFT (ωB97M-V/def2-TZVPD) results for C4H6NP in the gas phase.

For the LUMO energy, the calculation gives 1.0695 eV. The structure (SMILES) is C#CP/C=C/N. As for the HOMO energy: -8.33 eV. The calculation puts the gap between HOMO and LUMO at 9.40 eV.

Structure (XYZ):
```
12
Properties=species:S:1:pos:R:3:lowdin_charge:R:1
C -2.81 1.35 -0.50 0.002
C -2.31 0.23 -0.54 -0.485
P -1.48 -1.32 -0.27 0.827
C 0.12 -0.76 0.70 -0.335
C 1.13 -0.21 0.00 -0.296
N 2.38 0.01 0.62 0.036
H -3.42 2.23 -0.81 0.041
H -0.84 -1.04 -1.51 -0.069
H 0.44 -1.02 1.67 0.029
H 1.06 0.26 -1.04 0.129
H 2.57 -0.13 1.56 0.052
H 3.16 0.41 0.14 0.068
```


two.
DFT (ωB97M-V/def2-TZVPD) results for C4H6NP in the gas phase.

For the LUMO energy, the calculation gives -0.5088 eV. As for the HOMO energy: -7.04 eV. The calculation puts the gap between HOMO and LUMO at 6.53 eV.

Structure (XYZ):
```
12
Properties=species:S:1:pos:R:3:lowdin_charge:R:1
C 0.51 -0.41 0.60 -0.084
C 0.43 0.36 1.90 -0.269
C -0.20 -0.07 -0.50 -0.164
C -0.16 -0.66 -1.87 -0.114
N -0.28 1.40 2.10 -0.536
P -1.12 2.50 1.58 0.754
H 1.12 -1.25 0.75 0.082
H 0.79 -0.10 2.84 0.105
H -0.04 -1.72 -2.00 0.057
H 0.76 -0.44 -2.45 0.081
H -0.98 -0.41 -2.56 0.073
H -0.83 0.78 -0.40 0.015
```


Stability ranking, top and bottom: two is the most stable and one is the least stable.


one.
DFT (ωB97M-V/def2-TZVPD) results for a gas-phase ion, C9H14NO (charge +1).

Its net charge is +1. For the LUMO energy, the calculation gives -2.9896 eV. The structure (SMILES) is C[NH2+][C@H](OC)c1ccccc1. As for the HOMO energy: -12.90 eV. The calculation puts the gap between HOMO and LUMO at 9.91 eV.

Structure (XYZ):
```
25
Properties=species:S:1:pos:R:3:lowdin_charge:R:1
C 0.03 0.36 3.13 -0.022
N 0.42 0.36 1.69 0.057
C -0.65 0.06 0.34 -0.217
O -1.22 -1.15 0.50 -0.101
C -2.47 -1.31 1.17 -0.018
C 0.15 0.13 -0.92 -0.185
C 0.38 1.38 -1.50 -0.044
C 1.26 1.53 -2.54 -0.071
C 1.81 0.43 -3.16 -0.062
C 1.46 -0.86 -2.75 -0.044
C 0.56 -1.02 -1.66 0.007
H 0.55 1.16 3.66 0.099
H -1.07 0.51 3.29 0.106
H 0.33 -0.58 3.53 0.090
H 1.00 -0.48 1.52 0.160
H 1.03 1.18 1.50 0.175
H -1.29 0.95 0.53 0.169
H -2.70 -2.38 1.22 0.109
H -2.41 -0.93 2.20 0.083
H -3.29 -0.82 0.66 0.105
H -0.07 2.25 -1.03 0.119
H 1.55 2.53 -2.89 0.122
H 2.57 0.51 -3.95 0.121
H 1.86 -1.77 -3.22 0.119
H 0.24 -2.03 -1.32 0.126
```


two.
DFT (ωB97M-V/def2-TZVPD) results for a gas-phase ion, C9H14NO (charge +1).

Its net charge is +1. For the LUMO energy, the calculation gives -3.4260 eV. As for the HOMO energy: -12.28 eV. The calculation puts the gap between HOMO and LUMO at 8.85 eV.

Structure (XYZ):
```
25
Properties=species:S:1:pos:R:3:lowdin_charge:R:1
C -0.70 0.15 -0.67 -0.323
C -1.74 -0.90 -0.91 -0.176
C 0.59 -0.41 -0.86 0.115
C -1.15 -1.25 0.16 -0.108
C 1.40 -0.32 1.36 -0.064
C 0.73 -1.69 1.54 -0.101
C -1.06 1.55 -0.23 -0.001
C -2.89 -0.96 -1.79 0.006
C 2.12 1.64 -0.12 0.031
N 1.76 0.18 -0.08 -0.157
O -0.68 -1.66 1.26 0.048
H 0.71 0.42 1.81 0.134
H 2.45 -0.20 1.95 0.195
H 1.20 -2.48 0.85 0.170
H 0.80 -1.89 2.63 0.155
H -2.16 1.47 -0.08 0.113
H -0.68 2.29 -1.06 0.138
H -0.43 1.77 0.61 0.034
H -3.74 -0.84 -1.03 0.133
H -3.06 -2.01 -2.13 0.111
H -2.60 -0.19 -2.53 0.111
H 1.32 2.09 0.45 0.065
H 3.08 1.64 0.51 0.138
H 2.17 1.83 -1.18 0.112
H 2.57 -0.21 -0.45 0.121
```


Stability ranking, top and bottom: one is the most stable and two is the least stable.


one.
DFT (ωB97M-V/def2-TZVPD) results for 2 unconnected molecules or ions with the total composition C3H5ClN2.

For the LUMO energy, the calculation gives 0.7942 eV. The structure (SMILES) is C=C=N.C=NCl. As for the HOMO energy: -8.51 eV. The calculation puts the gap between HOMO and LUMO at 9.30 eV.

Structure (XYZ):
```
11
Properties=species:S:1:pos:R:3:lowdin_charge:R:1
C 1.19 0.59 1.13 -0.039
C 1.43 0.93 -0.10 -0.305
N 1.37 0.96 -1.32 0.140
H 0.31 0.91 1.54 -0.021
H 1.62 -0.15 1.73 0.046
H 2.06 1.45 -1.84 0.051
C -2.06 -0.81 -0.37 -0.122
N -1.40 0.04 0.25 -0.442
Cl -1.67 1.74 -0.03 0.563
H -2.59 -0.57 -1.21 0.035
H -1.93 -1.81 0.06 0.095
```


two.
DFT (ωB97M-V/def2-TZVPD) results for C3H5ClN2 in the gas phase.

For the LUMO energy, the calculation gives 0.5919 eV. The structure (SMILES) is [H]/N=C(N)/C=C/Cl. As for the HOMO energy: -9.21 eV. The calculation puts the gap between HOMO and LUMO at 9.80 eV.

Structure (XYZ):
```
11
Properties=species:S:1:pos:R:3:lowdin_charge:R:1
H 2.78 1.52 -0.15 0.043
N 1.78 1.34 -0.01 0.094
C 1.53 0.06 0.04 -0.450
N 2.58 -0.90 -0.07 0.090
C 0.13 -0.46 -0.01 -0.123
C -0.89 0.39 0.00 -0.567
Cl -2.52 -0.11 0.00 0.641
H 3.45 -0.62 0.36 0.083
H 2.33 -1.83 0.21 0.070
H -0.05 -1.49 -0.16 0.080
H -0.72 1.39 0.15 0.039
```


Stability ranking, top and bottom: two is the most stable and one is the least stable.